(1)
This record from the OMol25 dataset describes the molecule C12H17ClN2O3S. The level of theory is ωB97M-V with the def2-TZVPD basis set.

Each line ends with the natural charge from an NBO analysis.
Cartesian coordinates (Å):
C  1.2375  2.9440  -1.6625  -0.254
H  0.9297  2.5214  -2.6242  0.179
O  2.1835  2.1271  -1.0175  -0.499
C  1.8026  0.8805  -0.6313  0.345
C  0.5411  0.3369  -0.8449  -0.366
C  0.2157  -0.9345  -0.3847  0.194
C  1.2017  -1.7206  0.2435  0.251
C  2.4657  -1.1908  0.4405  -0.291
C  2.7535  0.1001  0.0267  -0.102
Cl  4.3241  0.7527  0.3116  0.016
H  3.2420  -1.7564  0.9275  0.237
O  0.8105  -2.9761  0.6146  -0.503
C  1.7672  -3.8275  1.1992  -0.250
H  1.2485  -4.7669  1.3825  0.205
H  2.1342  -3.4254  2.1483  0.178
H  2.6112  -4.0032  0.5253  0.179
N  -1.0399  -1.5013  -0.5670  -0.616
C  -2.2752  -0.9217  -0.5535  0.302
N  -2.3574  0.3960  -0.3004  -0.627
H  -1.5628  0.8408  0.1446  0.430
C  -3.6067  1.0840  -0.0842  -0.228
C  -3.6757  1.6634  1.3288  -0.428
C  -2.7065  2.8251  1.5434  -0.061
H  -2.8940  3.6077  0.7934  0.158
H  -2.8767  3.2538  2.5392  0.170
O  -1.3680  2.3670  1.4338  -0.748
H  -0.7686  3.0564  1.7356  0.484
H  -4.6864  2.0255  1.5176  0.221
H  -3.4496  0.8751  2.0483  0.218
H  -4.4161  0.3665  -0.2432  0.252
H  -3.7027  1.8902  -0.8211  0.186
S  -3.5847  -1.8810  -0.8775  -0.284
H  -1.0571  -2.5135  -0.5528  0.436
H  -0.1929  0.8848  -1.4097  0.238
H  0.3542  3.1051  -1.0360  0.175
H  1.7404  3.8945  -1.8330  0.204

Forces on atoms 1 to 6 (eV/Å):
C -0.151 0.135 -0.119
H -0.012 0.013 0.037
O 0.146 -0.314 0.165
C 0.204 -0.122 0.178
C 0.124 -0.011 -0.044
C 0.518 0.123 0.206

Summary:
**M**: 304.80 u
**Max |F|**: 0.71 eV/A
**SMILES**: COc1cc(NC(=S)NCCCO)c(OC)cc1Cl

=====

(2)
This record from the OMol25 dataset describes a structure of composition C12H17F17N4O8Ta. The level of theory is ωB97M-V with the def2-TZVPD basis set.

Each line ends with the natural charge from an NBO analysis.
Cartesian coordinates (Å):
F  4.1788  2.9584  4.8465  -0.303
C  3.3680  2.2623  4.0747  0.918
F  4.0149  1.1576  3.7847  -0.300
F  3.1580  2.9116  2.9563  -0.302
C  2.0596  1.9572  4.8949  0.554
F  2.0793  2.5691  6.0558  -0.280
F  2.0988  0.6516  5.1880  -0.296
C  0.7280  2.1819  4.1329  0.581
F  -0.1963  1.5039  4.7852  -0.275
F  0.7925  1.6073  2.9281  -0.306
C  0.3255  3.6825  3.9246  0.586
F  1.3373  4.4753  4.3271  -0.316
F  0.2037  3.9224  2.6299  -0.291
C  -0.9299  4.1474  4.7163  0.589
F  -0.7308  3.8688  6.0023  -0.295
F  -0.9260  5.4825  4.6297  -0.298
C  -2.2926  3.6291  4.1402  0.581
F  -2.8334  4.6446  3.4780  -0.292
F  -2.0966  2.6802  3.2156  -0.305
C  -3.2749  3.0666  5.1824  0.558
F  -2.7280  2.0944  5.9048  -0.301
F  -3.5105  4.0955  6.0455  -0.335
C  -4.6128  2.5179  4.6173  0.162
F  -4.9438  3.0654  3.4073  -0.353
F  -5.5584  2.8392  5.5555  -0.346
Ta  -4.7643  0.1521  4.3955  2.067
H  -4.3099  -0.1663  6.1586  -0.490
H  -6.5481  0.1318  4.9674  -0.486
H  -5.4676  0.3622  2.6744  -0.473
H  -3.0207  0.1253  3.7712  -0.514
H  -4.8211  -1.6631  4.0683  -0.439
C  1.5509  0.7732  -0.1425  -0.486
N  1.2827  -0.0117  -1.3796  0.537
O  2.0597  0.1249  -2.3137  -0.416
O  0.3117  -0.7343  -1.3773  -0.350
H  2.4457  1.3656  -0.2981  0.227
H  0.6892  1.4105  0.0366  0.249
H  1.6891  0.0669  0.6712  0.243
C  1.6485  -0.7136  -5.2319  -0.481
N  1.9579  -1.4914  -6.4643  0.538
O  2.4310  -2.6069  -6.3273  -0.398
O  1.7185  -0.9585  -7.5299  -0.381
H  1.9119  -1.3087  -4.3675  0.245
H  2.2351  0.1996  -5.2658  0.237
H  0.5841  -0.4958  -5.2410  0.242
C  0.2782  -3.7955  -8.1277  -0.499
N  -0.9924  -4.4491  -8.5484  0.534
O  -1.9001  -3.7301  -8.9264  -0.387
O  -1.0345  -5.6619  -8.4855  -0.379
H  0.1708  -2.7234  -8.2397  0.230
H  0.4562  -4.0628  -7.0904  0.260
H  1.0681  -4.1729  -8.7704  0.230
C  3.2242  -5.4187  -4.6778  -0.490
N  1.9510  -6.0660  -5.0994  0.539
O  1.0499  -5.3402  -5.4764  -0.383
O  1.9038  -7.2777  -5.0361  -0.371
H  3.1193  -4.3453  -4.7885  0.244
H  3.3990  -5.6898  -3.6404  0.232
H  4.0123  -5.8009  -5.3204  0.232

Forces on atoms 1 to 6 (eV/Å):
F 0.462 0.940 0.434
C 0.018 -0.092 1.037
F 0.168 -1.167 -0.472
F -0.408 0.692 -0.846
C 0.187 -0.910 -0.871
F -0.173 1.127 0.732

Summary:
**M**: 849.20 u
**Max |F|**: 2.05 eV/A
**Total charge**: -1

=====

(3)
This record from the OMol25 dataset describes a structure of composition C12H17HgNO7. The level of theory is ωB97M-V with the def2-TZVPD basis set.

Each line ends with the natural charge from an NBO analysis.
Cartesian coordinates (Å):
Hg  -1.4060  -1.8913  -1.4707  1.469
C  2.7315  -2.3470  -0.1213  -0.528
C  3.2343  -3.2962  0.9571  0.469
C  2.2795  -4.5565  1.2981  0.417
O  2.8162  -5.3201  2.1225  -0.640
C  1.0636  -4.6734  0.6928  -0.504
C  0.6839  -3.8286  -0.3476  0.412
C  1.5354  -2.5973  -0.7357  0.377
O  0.9868  -1.9289  -1.6696  -0.790
O  -0.4877  -3.8774  -0.9402  -0.814
O  4.1550  -3.0886  1.7878  -0.619
H  3.1944  -1.4002  -0.1364  0.200
H  0.3809  -5.5120  1.0128  0.198
O  -3.1249  -1.0313  -2.3458  -0.918
C  -3.6072  -0.1043  -1.4557  -0.087
C  -3.0478  -0.1815  0.0318  -0.036
O  -1.7587  -0.1164  0.1669  -0.945
H  -4.7051  -0.1554  -1.3009  0.103
H  -3.3800  0.9138  -1.7304  0.106
H  -3.5962  -1.1008  0.4002  0.069
H  -3.5571  0.6211  0.6582  0.082
C  1.1343  3.3513  1.8884  -0.615
C  0.0799  2.3868  1.3273  -0.059
C  -0.5447  3.0303  0.0629  -0.085
O  0.4116  3.4413  -0.8532  -0.576
C  0.3389  2.9437  -2.1667  -0.238
N  0.6518  1.0945  1.0600  -0.877
H  1.6271  2.8999  2.7111  0.208
H  0.7280  4.3154  2.2795  0.180
H  1.8502  3.6676  1.0543  0.209
H  -0.6621  2.2541  2.0810  0.181
H  -1.1990  3.8119  0.4483  0.138
H  -1.0876  2.2501  -0.4772  0.208
H  0.6263  3.7583  -2.7725  0.163
H  -0.7856  2.8009  -2.3272  0.172
H  0.9570  2.0125  -2.3100  0.192
H  0.0119  0.4226  0.6128  0.428
H  1.4709  1.0310  0.5073  0.350

Forces on atoms 1 to 6 (eV/Å):
Hg 0.874 -0.087 0.014
C 0.966 -2.397 2.346
C -0.899 1.564 0.920
C 4.389 0.253 1.331
O -1.198 0.030 -0.497
C -2.971 -1.031 -1.473

Summary:
**M**: 487.86 u
**Max |F|**: 4.59 eV/A
**Total charge**: -2

=====

(4)
This record from the OMol25 dataset describes a cluster of 2 separate species, C12H17N in total. The level of theory is ωB97M-V with the def2-TZVPD basis set.

Each line ends with the natural charge from an NBO analysis.
Cartesian coordinates (Å):
C  -1.2512  0.0169  1.7112  -0.636
C  2.0388  1.6748  0.6409  0.169
C  1.2514  0.4615  0.7355  -0.084
C  -0.0295  0.8194  1.4074  -0.091
C  0.0394  2.1869  1.6841  -0.014
C  3.9013  0.5169  -0.3011  -0.210
C  3.3220  1.7872  0.1037  -0.249
C  3.2490  -0.6250  -0.0128  -0.242
C  1.9598  -0.6740  0.4733  -0.198
N  1.2603  2.7838  1.2582  -0.586
H  4.9533  0.5311  -0.5972  0.214
H  3.8341  2.7049  -0.0741  0.221
H  3.7131  -1.6355  -0.0469  0.214
H  1.6080  -1.5725  0.9222  0.208
H  1.3191  3.7826  1.0787  0.411
H  -0.6335  2.7859  2.3881  0.214
H  -1.4093  -0.5133  0.7489  0.219
H  -2.1259  0.6093  1.8563  0.225
H  -1.0441  -0.7691  2.5097  0.215
C  -2.5489  -1.4016  -1.9906  -0.397
C  -1.0881  -1.2157  -1.6835  -0.621
C  -3.4775  -1.4717  -0.7618  -0.653
H  -3.1094  -0.6616  -2.7443  0.195
H  -2.6844  -2.2309  -2.7948  0.190
H  -0.5661  -1.5253  -2.6867  0.216
H  -3.7650  -0.4134  -0.6044  0.220
H  -4.1143  -2.3550  -1.1301  0.239
H  -2.8918  -1.7013  0.2102  0.199
H  -0.8951  -0.1778  -1.4925  0.209
H  -0.8155  -1.7172  -0.8076  0.205

Forces on atoms 1 to 6 (eV/Å):
C 1.717 -2.223 -0.823
C -1.577 2.692 0.391
C -0.086 2.997 1.154
C 0.951 2.701 0.305
C 0.610 -0.205 0.432
C 0.811 3.552 0.762

Summary:
**M**: 175.28 u
**Energy relative to the best compared isomer or geometry (same formula, charge and spin)**: 67.0 kcal/mol
**Max |F|**: 4.11 eV/A
**SMILES**: Cc1c[nH]c2ccccc12.CCC

=====

| no. | frontier orbital gap (eV) |
| --- | --- |
| 1 | 8.1 |
| 2 | 6.8 |
| 3 | 6.7 |
| 4 | 8.7 |